No. 1
Below is a cluster of 4 separate species, C12H27ClNO6 in total, with properties calculated with ωB97M-V/def2-TZVPD.

```
47
Properties=species:S:1:pos:R:3
Cl 2.7185 0.3173 -1.4077
O 3.1030 -1.4927 0.5460
O -3.2755 -0.1353 2.6280
O -0.0637 2.6639 1.2034
O 2.7649 3.0124 -2.9210
O -1.6694 -0.8099 0.1694
O -1.2916 -1.2195 -2.0560
N 2.6292 -3.5495 -1.9117
C -1.4171 2.6431 3.1996
C 1.6299 3.1937 -3.7556
C -0.2118 -2.7340 -0.1633
C 0.7937 4.3582 -3.2610
C -3.3540 -0.9612 3.7805
C 0.2082 -3.6963 -1.3670
C 1.3085 -3.0485 -2.3614
C 3.1772 -1.3427 -0.6785
C 3.6045 -2.4642 -1.7518
C -1.0936 -1.5245 -0.6940
C -1.3803 2.4372 1.6983
C -1.9727 -1.1749 4.3687
H -2.0538 3.1377 1.2000
H 0.5247 2.0355 1.6407
H 0.7241 -4.6058 -0.8876
H 1.0453 2.2677 -3.7605
H -3.8103 -1.9164 3.4991
H -0.7817 -3.3649 0.6107
H -2.0205 -1.8051 5.2606
H 1.3861 5.2769 -3.2477
H -1.5184 -0.2179 4.6369
H 2.4439 2.8366 -2.0268
H -2.7037 -0.5819 1.9872
H 3.9386 -1.9756 -2.7478
H -0.0802 4.5111 -3.8994
H -2.4232 2.4777 3.5915
H -4.0059 -0.4681 4.5053
H 4.5638 -2.9425 -1.3285
H -1.6844 1.4213 1.4365
H 0.7234 -2.3459 0.3515
H 1.9852 3.3823 -4.7709
H -1.3593 -0.2364 -2.0721
H 1.2233 -1.9162 -2.4505
H -0.6872 -4.1237 -1.9416
H -1.1004 3.6583 3.4554
H -0.7273 1.9578 3.7007
H 1.0469 -3.4685 -3.4099
H -1.3108 -1.6489 3.6385
H 0.4541 4.1826 -2.2363
```

Output
net charge = -1
E_tot = -39177.7180 eV
relative energy (zero: lowest compared OMol25 entry of this formula, charge and spin) = 151.4 kJ/mol

Mulliken charges, unit e, in atom order:
1. Cl -0.12
2. O -0.50
3. O -0.43
4. O -0.50
5. O -0.49
6. O -0.66
7. O -0.44
8. N -0.83
9. C -1.00
10. C -0.13
11. C -0.14
12. C -0.94
13. C -0.28
14. C -0.94
15. C -0.11
16. C 0.23
17. C -0.31
18. C 0.43
19. C 0.29
20. C -0.79
21. H 0.29
22. H 0.30
23. H 0.49
24. H 0.18
25. H 0.29
26. H 0.28
27. H 0.37
28. H 0.25
29. H 0.11
30. H 0.27
31. H 0.27
32. H 0.23
33. H 0.33
34. H 0.29
35. H 0.29
36. H 0.28
37. H -0.16
38. H 0.09
39. H 0.28
40. H 0.35
41. H 0.03
42. H 0.24
43. H 0.33
44. H 0.24
45. H 0.31
46. H 0.22
47. H 0.25

***

No. 2
Below is a structure of composition Ag2H26O17P, with properties calculated with ωB97M-V/def2-TZVPD.

```
46
Properties=species:S:1:pos:R:3
Ag -14.4236 6.2330 -2.5125
Ag -14.7267 3.4481 -1.9116
P -12.0469 4.0227 -1.6893
O -11.0205 1.1117 -2.6531
O -12.6380 2.9772 -2.5529
O -14.9721 3.1443 0.4702
O -11.5191 4.5540 -4.8474
O -11.3540 3.1231 1.3702
O -13.1166 5.2402 1.4586
O -12.7973 3.1953 -0.7223
O -12.9615 2.1468 -4.8086
O -15.4861 5.5588 -0.4820
O -14.2771 1.1946 -2.3331
O -13.0820 0.8576 0.1500
O -12.8813 4.6816 -2.7142
O -14.6486 4.2891 -4.1188
O -12.3192 7.0134 -3.2738
O -9.1819 3.7323 -1.6744
O -13.2785 4.8034 -1.0887
O -12.8258 7.2282 -0.6734
H -8.7571 3.2036 -2.3465
H -14.5191 5.2024 -0.6692
H -13.5601 1.9244 -2.3714
H -12.4547 6.0291 -3.1433
H -11.5517 3.6443 -5.0519
H -8.7810 4.5610 -1.7115
H -14.1392 0.8714 -1.4591
H -15.4318 6.0858 0.2947
H -11.7640 2.9856 0.5083
H -14.0586 3.2430 -0.0110
H -12.9859 1.7744 -0.1987
H -11.7291 3.9861 1.5199
H -14.5393 5.0235 -4.6985
H -13.2100 4.8379 0.5544
H -15.5050 3.9084 0.1737
H -13.8329 4.3659 -3.4947
H -13.3624 2.9548 -5.0786
H -11.3276 7.0708 -3.3760
H -11.6939 1.8669 -2.5465
H -12.0754 4.6646 -4.0787
H -13.0049 6.2668 -0.6798
H -13.9616 4.9545 1.7929
H -12.5180 0.2712 -0.3262
H -12.4323 7.4062 -1.5360
H -10.4496 1.3228 -3.4262
H -12.8578 2.4781 -3.8763
```

Output
net charge = -1
E_tot = -52500.4081 eV
relative energy (zero: lowest compared OMol25 entry of this formula, charge and spin) = 294.9 kJ/mol

Mulliken charges, unit e, in atom order:
1. Ag 0.41
2. Ag 0.41
3. P -1.21
4. O -0.77
5. O -0.33
6. O -0.72
7. O -0.79
8. O -0.88
9. O -0.73
10. O 0.61
11. O -0.80
12. O -0.85
13. O -0.79
14. O -0.81
15. O -0.34
16. O -0.87
17. O -0.87
18. O -0.50
19. O -0.26
20. O -0.86
21. H 0.26
22. H 0.45
23. H 0.56
24. H 0.35
25. H 0.53
26. H 0.25
27. H 0.55
28. H 0.35
29. H 0.36
30. H 0.03
31. H 0.62
32. H 0.37
33. H 0.31
34. H 0.06
35. H 0.64
36. H 0.51
37. H 0.50
38. H 0.34
39. H 0.23
40. H 0.27
41. H 0.55
42. H 0.42
43. H 0.33
44. H 0.55
45. H 0.29
46. H 0.29

***

No. 3
Below is a structure of composition C6H17N2, with properties calculated with ωB97M-V/def2-TZVPD.

```
25
Properties=species:S:1:pos:R:3
N -0.9023 0.1155 -0.8461
N 1.1609 0.7830 0.5507
C 2.7584 0.0459 -1.0876
C 2.5020 -1.2539 1.1116
C -2.9165 -1.0224 -0.4457
C -2.7207 1.3535 0.4608
C 2.5377 0.2001 0.3927
C -1.9276 -0.0105 0.1757
H -2.3899 -1.9846 -0.5760
H 2.9504 1.0140 -1.5511
H -2.0770 2.2386 0.8050
H 3.2643 0.8605 0.7791
H -1.0577 0.8127 -1.5352
H -3.1918 1.7743 -0.4826
H 0.1691 0.3844 -0.2369
H 2.6589 -1.3508 2.2423
H -3.5432 1.3361 1.1517
H 1.8450 -0.4223 -1.6104
H -3.6848 -1.3031 0.3693
H -3.2456 -0.7872 -1.4933
H 3.5057 -0.7649 -1.2666
H 3.1588 -2.0156 0.5984
H 1.4661 -1.4216 0.9137
H 1.2658 1.7996 0.3676
H -1.5863 -0.3814 1.2126
```

Output
net charge = +1
E_tot = -9465.3045 eV
relative energy (zero: lowest compared OMol25 entry of this formula, charge and spin) = 649.3 kJ/mol

Mulliken charges, unit e, in atom order:
1. N -0.38
2. N -0.39
3. C -1.15
4. C -0.96
5. C -1.25
6. C -1.24
7. C 0.27
8. C 0.50
9. H 0.38
10. H 0.36
11. H 0.30
12. H 0.40
13. H 0.32
14. H 0.32
15. H 0.30
16. H 0.29
17. H 0.39
18. H 0.31
19. H 0.36
20. H 0.33
21. H 0.33
22. H 0.30
23. H 0.27
24. H 0.34
25. H 0.29

***

No. 4
Below is the ion C5H8N3O with charge +1, with properties calculated with ωB97M-V/def2-TZVPD.

```
17
Properties=species:S:1:pos:R:3
O 1.8073 -2.0062 0.0855
N 1.0558 0.4414 -0.4816
N 2.4296 1.0057 -0.0524
N -1.1639 0.5359 -0.3474
C -2.3100 0.0722 0.4133
C -1.5353 -0.7996 -0.6451
C -0.6601 -1.9089 -0.1269
C 0.6724 -1.8784 -0.0716
C 0.0022 1.0915 0.0198
H 2.3221 1.6432 0.8042
H 0.0821 2.0639 0.5044
H -2.0579 -0.2471 1.3918
H 3.0212 0.2661 0.2848
H -1.8662 -0.9764 -1.5872
H -3.3244 0.4252 0.2322
H 2.9201 1.5502 -0.9345
H -1.1003 -2.5607 0.4927
```

Output
net charge = +1
E_tot = -11821.1950 eV
SMILES = [NH3+]/N=C/N1C[C@@H]1C=C=O
relative energy (zero: lowest compared OMol25 entry of this formula, charge and spin) = 459.9 kJ/mol

Mulliken charges, unit e, in atom order:
1. O -0.39
2. N -0.44
3. N -0.38
4. N -0.09
5. C -0.57
6. C 0.13
7. C -1.27
8. C 1.00
9. C 0.02
10. H 0.40
11. H 0.39
12. H 0.35
13. H 0.33
14. H 0.40
15. H 0.28
16. H 0.42
17. H 0.43

***

No. 5
Below is the ion C6H13N2O2 with charge +1, with properties calculated with ωB97M-V/def2-TZVPD.

```
23
Properties=species:S:1:pos:R:3
O -3.2837 2.0087 0.0560
O -0.2438 -0.5323 2.2554
N -2.4655 0.9992 0.5034
N -0.4991 2.0508 -0.1321
C -0.1817 -0.2354 1.1282
C -1.1934 1.0699 0.4862
C 0.7163 -0.6871 0.0528
C 1.0524 -2.1620 0.4630
C 0.0122 -0.7335 -1.2984
C 2.0893 0.0498 0.0692
H 1.4754 -2.6831 -0.3386
H 1.6529 -2.1226 1.3294
H -0.7850 2.9335 -0.5773
H -0.2524 0.3169 -1.7837
H -2.8604 0.1477 0.9493
H 1.9897 1.0310 -0.4453
H 0.2565 -2.8091 0.6243
H 2.8635 -0.4964 -0.4231
H 0.5243 2.0144 -0.0606
H -2.9502 2.2190 -0.8897
H -0.9571 -1.1235 -1.2569
H 2.3367 0.1019 1.1731
H 0.7029 -1.3577 -1.8847
```

Output
net charge = +1
E_tot = -13498.4204 eV
SMILES = CC(C)(C)C(=O)/C(N)=[NH+]/O
relative energy (zero: lowest compared OMol25 entry of this formula, charge and spin) = 388.5 kJ/mol

Mulliken charges, unit e, in atom order:
1. O -0.38
2. O -0.40
3. N 0.05
4. N -0.31
5. C 0.24
6. C 0.45
7. C 1.40
8. C -1.80
9. C -1.63
10. C -1.37
11. H 0.49
12. H 0.41
13. H 0.19
14. H 0.25
15. H 0.29
16. H 0.36
17. H 0.51
18. H 0.39
19. H 0.19
20. H 0.37
21. H 0.45
22. H 0.37
23. H 0.48

***

Number 1: HOMO-LUMO gap 0.19895 Ha. Number 2: HOMO-LUMO gap 0.25278 Ha. Number 3: HOMO-LUMO gap 0.22043 Ha. Number 4: HOMO-LUMO gap 0.31915 Ha. Number 5: HOMO-LUMO gap 0.40362 Ha.